#A
ORCA calculation (ωB97M-V/def2-TZVPD) on an isolated molecule of C3H6N4O.

The value obtained for the frontier orbital gap is 8.95 eV. Its SMILES is [H]/N=C1/NNC/C1=N/O.

The geometry in ORCA input format:
```
! RIJCOSX wB97M-V def2-TZVPD def2/J DEFGRID3
* xyz 0 1
H 0.82938 -1.97641 -0.92798
N 1.23924 -1.25632 -1.51183
C 0.74701 -0.28213 -0.79972
N 0.79687 1.15244 -1.24789
N 0.16305 1.91647 -0.06247
C -0.73588 1.00214 0.76181
C -0.30938 -0.28435 0.29531
N -0.81252 -1.28039 0.92599
O -0.24820 -2.47539 0.74556
H 1.89237 1.38441 -1.32207
H -0.43987 2.67282 -0.56116
H -1.73923 1.56245 0.75037
H -0.41316 0.99338 1.92805
H -0.96967 -3.12912 1.02603
*
```

Results of the natural (NBO) charge analysis, in e, for atoms 1 through 6: number 1, H, carries 0.3556; number 2, N, carries -0.5891; number 3, C, carries 0.3358; number 4, N, carries -0.4723; number 5, N, carries -0.4847; number 6, C, carries -0.2701



#B
ORCA calculation (ωB97M-V/def2-TZVPD) on an isolated molecule of C3H6N4O.

The value obtained for the frontier orbital gap is 9.24 eV. Its SMILES is [H]/N=C(N)/N=C(\N)C=O.

The geometry in ORCA input format:
```
! RIJCOSX wB97M-V def2-TZVPD def2/J DEFGRID3
* xyz 0 1
H -1.49554 -1.56754 1.75345
N -1.06789 -1.17632 0.86430
C -0.70662 0.04206 1.05489
N -0.78933 0.81073 2.24704
N -0.00902 0.74793 0.06985
C 0.53057 0.03977 -0.89697
N 0.39636 -1.27342 -1.31646
C 1.39936 0.92105 -1.71042
O 2.24830 0.45948 -2.51560
H -1.65915 0.58149 2.74170
H -0.75274 1.76260 2.04727
H -0.25529 -1.84909 -0.75223
H 0.84492 -1.47724 -2.19950
H 1.31606 1.97850 -1.38733
*
```

Results of the natural (NBO) charge analysis, in e, for atoms 1 through 6: number 1, H, carries 0.3472; number 2, N, carries -0.7811; number 3, C, carries 0.5648; number 4, N, carries -0.8067; number 5, N, carries -0.5603; number 6, C, carries 0.3668



It comes down to #B, which is 105.6 kcal/mol more stable than the next structure.



#A
ORCA calculation (ωB97M-V/def2-TZVPD) on an isolated molecule of C3H4Cl2S.

The value obtained for the frontier orbital gap is 9.96 eV. Its SMILES is SCC=C(Cl)Cl.

The geometry in ORCA input format:
```
! RIJCOSX wB97M-V def2-TZVPD def2/J DEFGRID3
* xyz 0 1
S 1.33427 -0.67179 1.88099
C 0.20587 -0.96276 0.49083
C -0.55082 0.21561 0.07664
C -0.62473 0.73941 -1.14755
Cl -1.44215 2.25821 -1.38853
Cl 0.17704 0.10006 -2.57626
H 1.70743 0.58714 1.49196
H 0.74336 -1.28200 -0.43875
H -0.45744 -1.76531 0.79556
H -1.09283 0.78141 0.81510
*
```

Results of the natural (NBO) charge analysis, in e, for atoms 1 through 6: number 1, S, carries -0.0166; number 2, C, carries -0.5613; number 3, C, carries -0.2412; number 4, C, carries -0.0687; number 5, Cl, carries 0.0321; number 6, Cl, carries 0.0197



#B
ORCA calculation (ωB97M-V/def2-TZVPD) on a 2-piece molecular cluster, C3H4Cl2S overall.

The value obtained for the frontier orbital gap (spin up / spin down) is 8.00 / 8.34 eV.

The geometry in ORCA input format:
```
! RIJCOSX wB97M-V def2-TZVPD def2/J DEFGRID3
* xyz 0 1
C -1.07599 -0.97389 -0.08776
C -0.04888 -0.30197 -0.45664
C 0.18495 1.48233 1.81275
S 1.09534 0.44414 2.94539
Cl -1.43544 1.43223 2.25411
Cl 1.00239 2.95139 1.33616
H -1.61934 -1.74078 -0.64183
H -1.38378 -0.96672 0.90349
H 0.68075 -0.10822 -1.19642
H 2.34976 1.19671 2.74394
*
```

Results of the natural (NBO) charge analysis, in e, for atoms 1 through 6: number 1, C, carries -0.5194; number 2, C, carries -0.0591; number 3, C, carries -0.3353; number 4, S, carries 0.0422; number 5, Cl, carries 0.0723; number 6, Cl, carries 0.0319



It comes down to #A, which is 104.2 kcal/mol more stable than the next structure.



#A
ORCA calculation (ωB97M-V/def2-TZVPD) on a 14-piece molecular cluster, H27O14 overall.

The value obtained for the frontier orbital gap is 9.25 eV.

The geometry in ORCA input format:
```
! RIJCOSX wB97M-V def2-TZVPD def2/J DEFGRID3
* xyz -1 1
O -2.93375 2.95468 -0.82563
H -3.16595 1.98986 -0.81929
O 3.79790 -1.39270 -0.27184
H 3.41027 -1.30226 -1.18160
H 4.72908 -1.55383 -0.45891
O 1.81983 0.36222 0.91808
H 0.93623 -0.19553 1.29467
H 2.44819 -0.17432 0.45377
O -0.39167 2.76302 -1.24585
H -0.31688 2.86718 -0.28255
H -1.37784 3.04594 -1.31648
O -2.41911 0.24958 2.00089
H -2.05852 1.92633 2.32478
H -2.74617 0.02144 2.89963
O 1.75124 -2.82020 0.80496
H 1.11928 -2.09425 1.09208
H 2.52749 -2.36745 0.42198
O 0.84258 -3.32126 -1.60329
H 1.08173 -2.96572 -0.69655
H 0.99504 -4.27414 -1.66473
O -0.25640 -0.88324 1.50892
H -0.64532 -1.02296 0.61754
H -1.51859 -0.29059 1.74802
O 0.68690 0.48364 -1.56815
H 0.18142 1.34234 -1.67462
H 1.14447 0.64556 -0.68171
O 0.87929 2.54938 1.68637
H 1.58722 2.03642 1.25189
H 0.49856 1.71439 2.00024
O -3.61381 0.07195 -0.32890
H -2.83508 -0.40012 -0.67035
H -3.48395 -0.01337 0.65326
O -1.93067 2.85319 2.55446
H -0.97379 2.98495 2.48912
H -3.08232 3.09363 0.12549
O 2.39781 -1.31129 -2.58371
H 1.76023 -0.61447 -2.78044
H 1.88970 -2.11423 -2.38204
O -1.17238 -1.57136 -0.91464
H -0.92241 -2.35000 -1.47571
H -0.63986 -0.92241 -1.41913
*
```

Results of the natural (NBO) charge analysis, in e, for atoms 1 through 6: number 1, O, carries -0.9792; number 2, H, carries 0.5155; number 3, O, carries -1.0019; number 4, H, carries 0.5158; number 5, H, carries 0.4798; number 6, O, carries -1.0962



#B
ORCA calculation (ωB97M-V/def2-TZVPD) on a 14-piece molecular cluster, H27O14 overall.

The value obtained for the frontier orbital gap is 9.12 eV.

The geometry in ORCA input format:
```
! RIJCOSX wB97M-V def2-TZVPD def2/J DEFGRID3
* xyz -1 1
O -1.13660 -1.30978 2.95391
H -1.61274 -2.13253 2.87496
O -0.49628 -1.98951 -0.08366
H 4.02039 2.09318 -0.39295
H -3.57609 0.47108 3.30266
O 0.83814 -3.06047 -3.62257
H -2.64251 1.28226 2.52854
H -3.31111 0.15162 -0.64811
O -4.10875 -0.31247 -0.36086
H 0.91602 -0.85958 -1.45344
H -4.32036 -0.04286 0.52760
O 1.83194 -1.17276 -1.37496
H -0.35878 -1.47215 2.40475
H -1.43582 -1.97925 0.15326
O -0.40528 -0.10419 5.43879
H 2.04025 -0.69820 -0.56858
H 3.07894 -2.21747 -0.37141
O -1.32087 -0.23885 -1.80128
H -1.75702 0.04054 -2.56476
H -0.86370 -0.06872 4.58042
O -3.60543 1.17088 2.63816
H 1.19816 -2.54237 -2.89405
H 1.67757 1.52132 -2.18910
O -0.77831 2.03566 2.47013
H -0.72675 2.98133 2.56939
H 1.46468 -2.88691 -4.32265
O -0.57715 2.70467 -3.89403
H -1.19234 3.29267 -3.46169
H -0.26943 1.94814 -3.40153
O 3.92042 -2.63710 -0.20529
H 0.43821 0.25234 5.13092
H 3.72614 0.69459 -0.66195
O 4.48843 1.25495 -0.50609
H 0.10390 0.21434 0.57046
H 4.43307 -2.79456 -0.99290
O 1.64752 2.07513 -1.41013
H -0.50676 1.76424 1.55475
H 0.78255 2.29917 -1.07576
O -0.22899 0.99563 0.14036
H -0.64601 -1.43257 -0.88447
H -0.72923 0.70854 -0.69680
*
```

Results of the natural (NBO) charge analysis, in e, for atoms 1 through 6: number 1, O, carries -0.9582; number 2, H, carries 0.4734; number 3, O, carries -1.0192; number 4, H, carries 0.4745; number 5, H, carries 0.4585; number 6, O, carries -0.9390



#C
ORCA calculation (ωB97M-V/def2-TZVPD) on H27O14 as an isolated structure.

The value obtained for the frontier orbital gap is 9.05 eV.

The geometry in ORCA input format:
```
! RIJCOSX wB97M-V def2-TZVPD def2/J DEFGRID3
* xyz -1 1
O 1.19047 -1.57222 -4.41023
H 0.59575 -0.88374 -4.06362
O -0.27352 -2.97278 -0.84956
H -0.13350 -0.05592 -1.27805
H 0.25259 3.23400 -2.78522
O -2.78698 1.85876 1.64637
H 0.60884 2.02420 -2.18592
H 1.54372 -0.65960 -0.32101
O 2.04494 -1.09424 -1.01675
H 0.15880 2.09652 -0.16912
H -2.44396 -0.22967 2.57920
O 0.87490 3.03580 -0.38837
H -1.67668 -0.38720 1.37569
H 0.56864 -2.39360 3.32297
O -0.25407 -2.04169 3.66912
H -1.46136 0.34714 -1.84900
H -3.59735 -2.10887 -2.59528
O -2.28281 -0.92994 1.93859
H -0.22042 -2.70026 1.37362
H -0.71174 -1.76309 2.86873
O 0.11795 2.29263 -2.98020
H -2.69506 1.65948 0.71703
H 0.38406 1.29446 4.37199
O 0.73174 -2.70093 1.33338
H 0.89401 -2.29726 0.48465
H -2.27379 2.66112 1.75977
O -0.58740 1.25401 0.44551
H -0.21567 1.70816 1.20472
H 2.86352 -0.62532 -1.18557
O -2.89715 -2.54180 -3.08827
H 0.48928 3.65939 0.23249
H 1.57866 1.53041 3.55174
O -0.59675 0.04257 -2.10886
H 2.83132 3.75111 1.34025
H -2.13760 -1.95518 -2.97048
O 1.25147 1.71350 4.44038
H 0.05606 -2.18428 -1.28599
H 1.95661 -1.22874 -3.93622
O 3.56689 3.19146 1.33045
H -1.14063 -3.26175 -1.14124
H 3.18115 2.37327 1.02294
*
```

Results of the natural (NBO) charge analysis, in e, for atoms 1 through 6: number 1, O, carries -0.9425; number 2, H, carries 0.4835; number 3, O, carries -0.9831; number 4, H, carries 0.4818; number 5, H, carries 0.4631; number 6, O, carries -0.9603



It comes down to #A, which is 49.2 kcal/mol more stable than the next structure.